[1]
Computed, not measured: the molecule C20H26N4O5 in a non-equilibrium geometry, with ωB97M-V/def2-TZVPD.

Calculated values
* DFT total energy: -1372.97164 a.u.
* HOMO level: -0.3353 hartree
* max |F|: 0.026 Eh/bohr
* frontier orbital gap: 9.82 eV
* SMILES: COCCNC(=O)CN(C(=O)CCC(=O)Nc1cc(C)on1)c1ccccc1C

XYZ file:
```
55
C20H26N4O5 ωB97M-V/def2-TZVPD
C -4.06602 -1.71888 -1.67904
H -4.39833 -0.73897 -2.01454
O -3.01476 -1.49475 -0.77550
C -2.47064 -2.67888 -0.24182
C -1.25469 -2.30420 0.60155
N -0.18528 -1.81664 -0.23281
C 1.02687 -2.38667 -0.26930
O 1.35447 -3.35079 0.39512
C 1.99565 -1.69348 -1.23913
N 2.25134 -0.30527 -0.88749
C 1.40752 0.65048 -1.31391
O 0.39226 0.38008 -1.94320
C 1.76735 2.08302 -0.95986
H 2.20501 2.11730 0.03735
H 2.50171 2.46161 -1.67358
C 0.48572 2.91766 -0.99947
C -0.53199 2.24505 -0.09004
O -0.23900 1.82600 1.00915
N -1.78559 2.16761 -0.61214
C -2.87110 1.56970 -0.00941
N -4.01971 1.51031 -0.64272
O -4.89018 0.88012 0.18501
C -4.26730 0.55526 1.32878
C -2.97170 0.97793 1.27578
H -2.20012 0.89716 2.00910
C -5.03581 -0.16783 2.37052
H -6.01889 0.28229 2.49067
H -5.17416 -1.20730 2.07508
H -4.49953 -0.13737 3.31396
H -1.95023 2.45372 -1.56652
H 0.10762 2.97872 -2.01904
H 0.68234 3.92415 -0.62582
C 3.44272 -0.02740 -0.15392
C 4.61371 0.20301 -0.86288
C 5.79688 0.45652 -0.19366
C 5.80334 0.47832 1.19012
C 4.63477 0.24666 1.89296
C 3.43376 -0.01240 1.24271
C 2.18149 -0.27147 2.01621
H 2.33563 -0.05713 3.07050
H 1.89409 -1.31726 1.91837
H 1.35569 0.33890 1.65288
H 4.65003 0.26267 2.97296
H 6.72137 0.67442 1.72350
H 6.70529 0.63390 -0.74884
H 4.58696 0.17874 -1.94281
H 2.94141 -2.23783 -1.23178
H 1.55710 -1.71681 -2.24227
H -0.40016 -1.04841 -0.85959
H -0.88068 -3.17829 1.13915
H -1.54825 -1.52528 1.31208
H -3.21723 -3.19579 0.38235
H -2.16933 -3.36032 -1.05214
H -3.72990 -2.31047 -2.53949
H -4.89989 -2.24357 -1.19545
```


[2]
Computed, not measured: the molecule C20H26N4O5S, with ωB97M-V/def2-TZVPD.

Calculated values
* DFT total energy: -1771.20426 a.u.
* HOMO level: -0.3174 hartree
* max |F|: 0.016 Eh/bohr
* frontier orbital gap: 8.78 eV
* SMILES: CCCNC(=O)Cn1cnc2sc(C(=O)N3CCC4(CC3)OCCO4)c(C)c2c1=O

XYZ file:
```
56
C20H26N4O5S ωB97M-V/def2-TZVPD
C -1.64514 -2.20363 -0.22145
H -1.43038 -2.65438 -1.18874
H -0.80359 -2.39688 0.43962
C -2.92482 -2.78432 0.37333
H -2.77128 -3.84019 0.60035
H -3.16330 -2.26621 1.30397
C -4.12425 -2.66531 -0.57107
N -4.50606 -1.28490 -0.77112
C -5.54961 -0.72581 -0.12706
O -6.42033 -1.35120 0.42810
C -5.60693 0.81442 -0.20362
N -4.32206 1.41662 -0.46937
C -4.05249 2.03373 -1.64497
N -2.90901 2.50729 -1.99494
C -1.91235 2.36930 -1.09514
C -2.05726 1.77574 0.15518
C -0.83918 1.73761 0.89368
C 0.18874 2.28388 0.18122
S -0.29388 2.89308 -1.37899
C 1.59216 2.51662 0.63206
O 1.99781 3.63972 0.85868
N 2.34757 1.40795 0.80865
C 2.00950 0.08033 0.35756
H 0.95246 0.02965 0.09910
C 2.86407 -0.30079 -0.85247
H 2.66736 0.36733 -1.69105
H 2.64296 -1.32321 -1.15954
C 4.35466 -0.19420 -0.49650
C 4.65647 1.21825 0.03147
C 3.73328 1.54779 1.20238
H 3.88436 2.57653 1.53294
H 3.93335 0.85694 2.02703
H 5.69625 1.26905 0.35470
H 4.50557 1.92650 -0.78367
O 5.11904 -0.49122 -1.64864
C 6.18564 -1.32613 -1.25766
H 6.44704 -1.96407 -2.10083
C 5.59881 -2.08228 -0.06397
H 6.33707 -2.35587 0.69016
O 4.70450 -1.14806 0.49919
H 5.05372 -2.97710 -0.39326
H 7.05593 -0.72735 -0.95753
H 2.21622 -0.62322 1.17115
C -0.72710 1.16336 2.26307
H -1.47927 1.61115 2.90927
H 0.26134 1.34099 2.67729
H -0.92495 0.09228 2.23784
C -3.34222 1.24897 0.54155
O -3.62858 0.67951 1.57241
H -4.87017 2.12350 -2.34705
H -5.97442 1.15274 0.76966
H -6.32067 1.10555 -0.97618
H -3.80045 -0.69355 -1.18084
H -4.99193 -3.16948 -0.14177
H -3.89066 -3.11170 -1.54269
H -1.72354 -1.12537 -0.35150
```


[3]
Computed, not measured: a structure of composition C20H26N8PbS2 in a non-equilibrium geometry, with ωB97M-V/def2-TZVPD.

Calculated values
* DFT total energy: -2204.97476 a.u.
* HOMO level: -0.2754 hartree
* max |F|: 0.051 Eh/bohr
* frontier orbital gap: 7.58 eV

XYZ file:
```
57
C20H26N8PbS2 ωB97M-V/def2-TZVPD
Pb -16.27319 0.04394 -9.27653
C -19.18201 -1.32660 -10.75745
C -19.03622 0.15906 -11.14722
N -17.78519 0.37698 -11.75417
C -17.25970 -0.39833 -12.89475
C -15.78607 -0.67526 -12.75729
N -15.39676 -1.35088 -11.55762
C -15.81484 -2.75500 -11.45629
C -17.28309 -2.97741 -11.00180
N -17.93703 -1.94770 -10.17205
H -20.01178 -1.38665 -9.97198
H -19.55189 -1.97565 -11.55425
H -19.89664 0.35817 -11.76302
H -19.15125 0.78500 -10.24645
H -17.63163 1.35291 -11.85687
H -17.83600 -1.34143 -12.96985
H -17.47335 0.08731 -13.81313
H -15.51241 -1.30579 -13.63226
H -15.18756 0.23592 -12.78184
H -14.38427 -1.27348 -11.40777
H -15.68342 -3.15770 -12.48941
H -15.12342 -3.20570 -10.76745
H -17.90468 -3.27187 -11.88004
H -17.27755 -3.92438 -10.29406
H -18.17412 -2.42490 -9.33042
N -12.49580 3.14271 -9.95241
C -13.62485 2.55046 -9.54203
S -14.51552 1.68593 -10.73212
N -13.71517 2.55601 -8.25939
N -14.65700 1.76584 -7.69426
C -14.53987 1.67471 -6.38837
C -13.32686 2.21512 -5.69754
C -12.36237 1.27931 -5.32458
C -11.16886 1.64169 -4.75450
C -10.96610 2.97777 -4.51781
C -11.98786 3.94113 -4.82772
C -13.09769 3.54924 -5.53548
C -15.50956 0.79296 -5.71418
C -15.45651 0.61973 -4.33230
C -16.37553 -0.27966 -3.76256
C -17.18029 -1.06979 -4.52797
C -17.13568 -0.81855 -5.89459
N -16.39948 0.10773 -6.41858
H -12.20740 3.24833 -10.92639
H -11.95611 3.53648 -9.23109
H -12.53155 0.23113 -5.51739
H -10.47056 0.85885 -4.29375
H -10.11294 3.35795 -4.01341
H -11.88458 4.95823 -4.37077
H -13.85751 4.25078 -5.84457
H -14.81300 1.22057 -3.77168
H -16.42570 -0.30729 -2.68885
H -17.73849 -1.90254 -4.09267
H -17.76718 -1.34180 -6.64761
S -16.65912 -3.87462 -7.33433
C -15.70092 -2.77928 -8.08832
N -15.09779 -1.94336 -8.62772
```


[4]
Computed, not measured: a structure of composition C20H27AsF6MoN5O6P2, with ωB97M-V/def2-TZVPD.

Calculated values
* multiplicity: 4
* net charge: -2
* expectation value of S²: 3.81
* DFT total energy: -5089.74977 a.u.
* HOMO level (alpha / beta): -0.0509 / -0.1107 hartree
* max |F|: 0.007 Eh/bohr
* frontier orbital gap (alpha / beta): 5.33 / 6.76 eV

XYZ file:
```
68
C20H27AsF6MoN5O6P2 ωB97M-V/def2-TZVPD
Mo -0.10933 0.60071 0.21318
C -1.04034 3.51969 -2.36941
P 0.23503 3.05887 -1.14320
C 1.74346 3.70091 -1.95126
C -0.04046 4.35262 0.15468
C 0.63454 3.93334 1.46457
P -0.01828 2.29935 2.00396
C 0.88535 2.02514 3.56261
C -1.70236 2.74291 2.54777
H -0.92773 4.56134 -2.68055
H -2.03338 3.36432 -1.94821
H -0.95012 2.87106 -3.24249
H 1.59235 4.72716 -2.29759
H 1.99020 3.05252 -2.79030
H 2.58990 3.65539 -1.26626
H -1.11981 4.45244 0.29989
H 0.33391 5.31969 -0.19304
H 0.48526 4.67596 2.25526
H 1.71323 3.81658 1.31850
H 0.66145 2.80914 4.28936
H 1.95409 2.02119 3.34459
H 0.61124 1.05270 3.97064
H -1.70692 3.67718 3.11444
H -2.09634 1.93492 3.16303
H -2.34398 2.81536 1.66979
O -3.63795 1.16914 -1.77477
C -2.52752 0.87214 -1.39231
O -2.00948 1.25860 -0.25499
C -1.54219 0.02688 -2.27030
O -1.80067 -0.20394 -3.43176
O -0.46695 -0.32950 -1.63803
N 3.46077 -1.15286 2.12503
C 2.78144 -0.18662 1.46827
N 3.35293 1.04279 1.33268
O 1.65980 -0.45011 1.01560
H 4.31825 -0.96557 2.60739
H 3.00985 -2.04915 2.21882
H 4.36173 1.08709 1.37491
H 2.99941 1.48690 0.47785
F 1.32948 -3.90501 0.32804
As 1.88145 -5.55123 0.37755
F 2.89990 -5.26580 -0.99853
F 3.17793 -5.07457 1.44472
F 2.43625 -7.20086 0.45563
F 0.86363 -5.83895 1.77071
F 0.57993 -6.03662 -0.66363
C -0.90008 -0.61932 1.48529
C -1.09115 -1.44590 2.56177
C -1.46594 -0.98063 3.86380
C -1.61067 -1.85945 4.91364
C -1.37993 -3.22658 4.74323
C -1.00680 -3.70745 3.48049
C -0.88105 -2.85827 2.40908
H -1.65500 0.07478 4.01202
H -1.90196 -1.47973 5.88752
H -1.47903 -3.90519 5.58116
H -0.78780 -4.75770 3.33365
H -0.55786 -3.23455 1.44794
N 2.32183 -0.86073 -2.58179
C 2.95899 0.14198 -1.95130
O 2.29920 0.98913 -1.29726
C 4.39324 0.24458 -2.04043
C 5.16926 -0.59135 -2.86945
N 5.79028 -1.27743 -3.56459
C 5.03768 1.22239 -1.26262
N 5.57397 2.00265 -0.59124
H 2.82590 -1.65441 -2.93753
H 1.31773 -0.92324 -2.45595
```